ORCA calculation (ωB97M-V/def2-TZVPD) on a molecular structure, C5H20O5 at a distorted geometry.

frontier orbital gap = 9.1 eV
maximum force = 0.211 hartree/bohr

Structure (ORCA input):
```
! RIJCOSX wB97M-V def2-TZVPD def2/J DEFGRID3
* xyz 0 1
C -1.615 -0.576 -1.939
O -2.019 -1.956 -1.720
H -2.339 -0.148 -2.632
H -1.786 -0.061 -0.994
H -0.550 -0.578 -2.171
H -1.834 -2.539 -2.460
C 1.463 0.379 -0.330
O 0.131 0.330 -0.873
H 1.704 1.437 -0.436
H 1.585 0.082 0.711
H 2.190 -0.208 -0.891
H -0.411 0.505 -0.101
C 0.199 -1.819 -0.399
O -0.100 -3.199 -0.589
H -0.671 -1.241 -0.088
H 0.938 -1.839 0.403
H 0.623 -1.236 -1.217
H -0.876 -3.255 -1.152
C -0.700 -0.148 1.490
O -0.595 1.067 0.801
H -1.666 -0.627 1.331
H 0.131 -0.759 1.138
H -0.483 -0.138 2.558
H -1.256 1.666 1.155
C 1.014 2.332 1.529
O 2.113 3.235 1.505
H 0.197 2.850 2.031
H 0.697 2.098 0.513
H 1.233 1.395 2.040
H 2.683 2.952 0.787
*
```